(1)
The following is a DFT calculation (ωB97M-V/def2-TZVPD) of a cluster of 2 separate species, C5H7FSi in total.

Structure (XYZ):
```
14
Properties=species:S:1:pos:R:3:lowdin_charge:R:1
C -3.464 1.623 -1.210 0.06
C -2.271 1.331 -1.347 -0.22
C 2.092 0.277 2.036 -0.12
C 0.843 0.573 2.216 0.07
C 0.267 -0.635 -1.339 -0.24
F -0.429 1.354 -3.329 -0.26
Si -0.523 0.980 -1.689 0.57
H -4.438 1.646 -1.036 -0.03
H 2.701 -0.068 2.886 0.05
H 2.611 0.014 1.138 0.03
H -0.034 0.742 2.694 -0.01
H 0.029 -1.310 -2.223 0.06
H 1.270 -0.438 -1.064 -0.02
H -0.012 -1.078 -0.351 0.04
```

Output
Gap between HOMO and LUMO (spin up / spin down) = 0.291 / 0.276 Eh
LUMO energy (spin up / spin down) = -0.6 / 0.0 eV
HOMO energy (spin up / spin down) = -0.3129 / -0.2754 Ha
E = -15888.24240 eV
Energy above the lowest of the compared OMol25 structures with the same formula, charge and spin = 4.778 eV

---

(2)
The following is a DFT calculation (ωB97M-V/def2-TZVPD) of an isolated molecule of C5H8O2.

Structure (XYZ):
```
15
Properties=species:S:1:pos:R:3:lowdin_charge:R:1
C 1.480 -0.349 -0.236 -0.18
C 1.177 1.096 -0.534 -0.17
O -0.231 1.176 -0.726 -0.08
C -1.039 0.042 -0.489 -0.24
C -1.720 -0.044 0.828 -0.04
C -0.625 -1.032 0.558 -0.24
O 0.689 -0.697 0.902 -0.10
H 1.259 -0.954 -1.136 0.14
H 2.508 -0.528 0.066 0.13
H 1.473 1.705 0.333 0.13
H 1.686 1.509 -1.420 0.13
H -1.503 -0.278 -1.409 0.14
H -1.518 0.658 1.623 0.12
H -2.751 -0.383 0.736 0.11
H -0.833 -2.072 0.878 0.15
```

Output
Gap between HOMO and LUMO = 0.381 Eh
LUMO energy = 1.1 eV
SMILES = C1CO[C@@H]2C[C@@H]2O1
HOMO energy = -0.3403 Ha
E = -9406.83455 eV
Energy above the lowest of the compared OMol25 structures with the same formula, charge and spin = 2.998 eV